Record 1
# C2H5N4O2S

A molecular structure, C2H5N4O2S at a distorted geometry (ωB97M-V/def2-TZVPD, the OMol25 dataset).

```
! wB97M-V def2-TZVPD RIJCOSX def2/J DEFGRID3
* xyz 1 1
N 0.54 1.24 0.01
H -0.70 2.29 1.27
H 1.40 1.50 0.42
O 0.48 -2.26 -1.74
H -2.20 -0.17 1.03
N 1.75 -0.76 -0.77
H -2.46 1.21 0.01
N -0.50 1.28 1.01
H -0.24 0.78 1.99
N 1.56 -2.05 -1.21
C -1.71 0.56 0.41
S -0.94 -0.65 -0.89
O 2.36 -2.85 -0.89
C 0.68 -0.12 -0.64
*
```

For the energy above the lowest of the compared OMol25 structures with the same formula, charge and spin, the calculation gives 2.312 eV. As for the HOMO energy: -0.527 Eh.

---

Record 2
# C3H29NO13S2

12 unconnected molecules or ions with the total composition C3H29NO13S2 at a distorted geometry (ωB97M-V/def2-TZVPD, the OMol25 dataset).

```
! wB97M-V def2-TZVPD RIJCOSX def2/J DEFGRID3
* xyz 0 1
H -2.07 3.33 1.39
H -2.30 3.40 0.01
S 0.53 2.34 -2.28
N -0.02 0.84 0.60
H 0.74 1.46 1.00
H -3.77 2.12 -2.52
O 1.91 2.82 1.46
H -1.03 -0.77 -4.77
O -1.63 0.04 3.82
O 1.56 -3.88 -1.39
H 2.71 3.97 -1.69
H -3.44 -0.06 1.12
O -1.17 -4.20 -2.49
O -2.48 2.79 0.71
H 1.94 1.34 -0.64
H 1.85 0.31 -2.08
H -1.41 -3.45 -2.03
C 0.15 -1.24 -0.32
H -0.86 0.57 4.09
H 4.43 -2.27 -0.75
H -2.49 2.58 -3.40
H 1.76 -3.65 -0.47
C 0.03 0.30 -0.77
H 2.87 2.56 1.34
O -3.75 -0.93 1.31
O 2.32 -1.99 2.38
H 0.04 1.69 3.26
H -2.16 -0.26 4.59
S 1.38 3.88 -1.46
H 2.47 -3.73 -1.72
H -1.02 -2.84 -0.15
O -1.77 -0.55 -4.22
H 1.93 2.97 2.40
H 1.76 -2.32 1.69
H -1.71 -1.20 -3.47
H -3.07 -1.01 2.04
H -0.90 1.26 0.83
O 1.19 -1.77 0.13
H -0.25 -4.01 -2.37
H 3.62 -2.98 0.34
C 1.20 0.95 -1.45
O -3.22 2.94 -2.82
O 3.98 -3.17 -0.52
O -1.05 -1.89 -0.46
H -0.99 0.21 -1.36
H -0.26 2.61 4.38
H 2.08 -1.08 2.63
O 0.41 1.97 4.07
*
```

Its structure (SMILES) is N[C@@H](CSS)C(=O)O.O.O.O.O.O.O.O.O.O.O.O. As for the HOMO energy: -0.329 Eh.

---

Record 3
# C38H61N15O2

13 unconnected molecules or ions with the total composition C38H61N15O2 at a distorted geometry (ωB97M-V/def2-TZVPD, the OMol25 dataset).

```
! wB97M-V def2-TZVPD RIJCOSX def2/J DEFGRID3
* xyz 0 1
H 6.27 0.18 -1.73
C 8.60 3.66 -7.73
C -2.07 -0.52 -7.49
H -4.32 -1.27 5.72
C 3.56 -0.07 -1.99
C 7.81 -2.20 -1.84
N -3.68 4.53 -3.50
N -3.04 1.80 0.03
H -3.69 0.66 -2.82
H -3.09 5.85 -0.70
C -2.52 5.09 -1.24
O 0.62 -1.17 1.43
C -1.06 -1.80 2.96
C -3.22 -3.47 8.89
H 2.15 0.82 -0.10
H 7.70 -4.11 -2.69
H 4.58 1.48 -3.09
H -2.58 -3.67 10.87
H 3.68 3.03 -1.95
H -1.21 0.00 0.09
C -2.85 -2.51 4.67
C -3.18 4.78 -2.50
H 6.28 -3.61 -1.77
H 2.76 -0.13 1.24
O 3.67 2.25 -1.40
C 0.16 7.21 -2.15
H -3.04 2.46 11.80
C 3.16 -3.74 -2.51
N 5.98 -0.35 -4.52
H -7.57 -0.91 3.36
C 5.75 1.05 -1.34
H -0.15 8.10 -4.02
H -4.38 -2.10 -2.71
H -1.44 -1.14 5.61
C 4.42 1.19 -2.05
C -0.69 -1.65 1.47
H -3.34 1.52 10.33
H -4.79 -3.65 -3.46
N 8.00 3.10 -8.53
H -5.05 0.20 -1.78
H -3.14 -2.28 2.57
N -3.63 -3.89 7.91
H -4.74 -1.61 4.05
H 5.36 1.43 -7.04
H -1.00 -0.40 -7.64
H 1.50 -2.08 -0.22
H 1.20 -3.00 -2.66
H -2.45 4.19 -0.63
N -3.04 -0.56 12.67
H 6.34 1.96 -1.45
H -0.89 -2.81 5.60
C -2.90 0.38 12.04
N -7.10 0.65 6.04
C -1.77 -2.17 5.70
H -1.12 -0.79 3.37
C 0.38 7.25 -3.60
C -3.90 -1.40 4.72
H -0.21 -2.28 3.43
H -1.69 1.70 10.95
H -2.59 0.29 -7.99
C -1.70 -0.65 0.81
N -0.03 7.16 -1.02
C -2.32 -2.61 3.21
H 1.38 -4.73 -3.03
C -5.29 -1.94 -4.58
N -3.80 -1.84 -0.15
H -0.01 6.34 -4.05
H 10.28 4.76 -7.13
C -2.71 -2.89 10.13
H -2.17 -2.30 6.70
N -6.01 -1.34 -5.25
N -0.72 -3.95 0.20
H -3.42 -2.15 10.51
H -9.00 0.11 3.59
C 7.04 -3.28 -2.45
H -2.12 -3.67 3.01
H -2.39 -1.47 -7.90
N -2.61 -0.47 -4.94
H 8.77 5.18 -6.29
N 8.41 -1.35 -1.34
H 7.09 1.57 -6.74
H -8.86 -1.43 4.47
C -0.77 -2.98 0.82
C -4.39 1.02 -2.05
C -2.82 -1.30 0.14
C -3.65 1.46 -0.88
C 6.11 1.57 -6.27
H 9.61 3.67 -5.89
H 2.55 0.21 -2.32
H 5.58 0.89 -0.28
H 3.49 -1.65 -0.71
H -1.52 5.48 -1.42
N 4.29 -3.59 -2.60
H 0.50 -0.68 -0.59
C -8.31 -0.57 4.08
N 3.54 -0.65 -0.64
C -4.41 -2.65 -3.65
H 1.46 -4.17 -1.35
C 2.44 -0.18 0.19
C 6.03 0.50 -5.29
C 1.71 -3.92 -2.38
C -2.73 1.59 11.23
H -2.10 0.00 1.58
C 1.20 -1.09 0.14
H -3.28 -3.47 4.95
C -7.64 0.12 5.18
C 9.36 4.36 -6.70
H -3.45 -0.45 4.44
H 6.57 -2.91 -3.36
H -3.41 -2.71 -4.06
H -4.97 1.84 -2.47
H -1.75 -2.40 9.94
H 3.96 -0.82 -2.67
H 5.94 2.53 -5.78
C -2.36 -0.49 -6.06
H 1.44 7.34 -3.81
*
```

As for the HOMO energy: -0.317 Eh.

---

Record 4
# C21H32N2O2

C21H32N2O2 in the gas phase at a distorted geometry (ωB97M-V/def2-TZVPD, the OMol25 dataset).

```
! wB97M-V def2-TZVPD RIJCOSX def2/J DEFGRID3
* xyz 0 1
H 2.26 1.21 -1.77
N -2.73 -0.09 -0.02
H -0.56 0.68 0.94
O -1.67 2.99 -0.30
H 7.25 -1.03 0.60
H -5.31 1.82 1.50
C 5.17 -0.44 0.34
C -4.88 1.55 0.70
C 2.03 1.43 0.94
H -1.93 -0.07 -1.82
H -3.14 1.52 -1.63
O 1.01 1.83 0.18
H 0.25 0.02 -0.58
H 3.76 -0.17 1.90
C -6.05 -1.88 -0.56
H 5.97 -2.09 1.25
C -7.21 -1.05 -0.67
C -5.02 -1.01 -0.21
C -1.17 1.72 -1.00
C 6.25 -1.24 1.09
C 4.53 -1.24 -0.70
H 3.99 -2.47 0.56
N -5.51 0.18 0.18
H 1.80 0.92 1.94
C 3.04 0.62 0.02
H -4.57 2.19 -0.19
C -0.13 1.01 0.06
C 3.83 -0.61 0.85
H -3.45 -1.78 1.86
C -6.95 0.17 -0.09
C -3.12 -2.17 1.03
H -5.79 -2.63 -0.93
H 6.45 -0.58 2.00
C 3.57 -1.76 0.37
H -3.43 0.38 1.96
H 6.13 1.46 0.55
C 2.95 0.49 -1.12
H -3.15 -1.63 -1.17
H 2.53 2.43 1.38
H -3.53 -3.17 0.64
H -8.04 -1.51 -0.69
C -3.46 -1.32 -0.31
H -2.93 1.86 1.32
C 3.85 -0.54 -2.00
H 4.60 0.02 -2.30
H 2.72 -2.02 -0.18
H -7.47 0.87 0.39
C 5.86 0.90 -0.13
C -3.51 1.01 0.99
C -2.34 0.90 -1.07
H 6.72 0.81 -0.82
H 5.12 1.66 -0.78
H -0.61 3.31 0.05
H 5.31 -1.96 -1.24
H 3.30 -1.16 -2.53
H -0.66 1.90 -1.82
H -1.94 -2.27 1.05
*
```

For the energy above the lowest of the compared OMol25 structures with the same formula, charge and spin, the calculation gives 23.914 eV. As for the HOMO energy: -0.287 Eh.

---

Record 5
# C12H13Cl2GeNO4Ti

A molecular structure, C12H13Cl2GeNO4Ti (ωB97M-V/def2-TZVPD, the OMol25 dataset).

```
! wB97M-V def2-TZVPD RIJCOSX def2/J DEFGRID3
* xyz -2 1
C 1.45 0.47 2.19
C 2.18 -0.93 -2.25
O 2.01 -4.29 3.62
C -3.35 0.24 1.35
O 4.28 -3.42 2.12
C 1.94 -3.35 2.85
O 0.92 -2.59 2.64
H -0.34 0.58 -4.05
H -3.54 3.54 -0.18
O 2.88 -1.99 1.11
H 0.72 2.75 2.79
C 3.18 -2.92 1.97
H -4.01 -0.28 2.04
Cl -2.19 -2.24 1.60
C -0.72 0.14 -3.13
C -2.49 3.18 -0.71
C -3.73 1.50 0.99
H -1.58 0.71 -2.78
Cl 0.19 1.96 1.91
H 1.75 2.35 -2.35
H 2.95 -0.95 -1.47
C -2.19 -0.47 0.95
H 1.86 -1.96 -2.43
C 1.22 2.01 -1.46
C -1.22 0.02 0.16
H -1.04 -0.89 -3.32
Ti 1.12 -1.11 1.29
H 1.89 2.06 -0.60
Ge 0.63 0.16 -1.71
H -4.64 1.91 1.41
C -3.02 2.35 0.09
N -0.08 -0.66 -0.21
H 0.36 2.65 -1.28
H 2.61 -0.53 -3.17
*
```

As for the HOMO energy: -0.024 Eh.

---

Record 6
# C16H28BNO7P2

C16H28BNO7P2 in the gas phase at a distorted geometry (ωB97M-V/def2-TZVPD, the OMol25 dataset).

```
! wB97M-V def2-TZVPD RIJCOSX def2/J DEFGRID3
* xyz 0 1
C -2.66 -1.00 -2.64
C 2.24 2.90 4.02
H -6.16 -0.21 1.54
H 0.18 -2.25 -1.04
H 2.40 4.02 3.79
C 3.13 1.12 1.62
O 4.03 0.69 4.29
H -5.72 1.23 0.39
C -0.35 0.15 -3.39
C 1.62 -0.57 -0.44
H 3.23 0.56 4.86
C 2.48 1.79 0.56
O 1.70 -4.05 -0.21
H -3.48 0.88 1.40
H 3.80 -3.84 1.46
C 0.44 -1.18 -1.30
H -1.67 -1.11 -4.63
H 0.12 0.60 -4.34
H 0.20 -1.87 1.96
H 1.21 2.64 3.63
O 4.48 -1.00 1.75
C 0.62 -1.01 -2.89
H 3.97 3.81 0.30
H -2.08 -0.92 0.34
O 0.74 3.84 0.55
C -1.81 -0.33 -3.81
C 2.29 -1.23 0.61
C 2.10 0.93 -0.74
H -3.50 -1.87 -0.32
H -3.98 -0.77 1.97
H 2.41 -4.73 -0.17
H -2.06 -1.83 -2.15
C -3.13 -0.81 -0.09
P 1.83 -3.00 1.11
H -4.14 0.50 -1.69
H -2.37 0.88 -1.45
H -0.34 0.99 -2.62
H 0.47 -2.00 -3.44
O 2.22 1.43 -1.86
H -5.74 -0.54 -0.26
B 2.11 3.37 0.56
H -3.62 -1.47 -3.05
N 0.46 -2.87 1.95
C -5.53 0.14 0.64
O 3.09 -3.61 2.10
C 3.44 -0.44 1.39
H 1.70 -0.71 -3.11
H 2.29 2.80 5.16
H -0.49 -0.56 -1.03
C -3.13 0.02 -1.49
H -2.33 0.56 -4.30
O 3.17 4.33 0.55
H 0.36 3.71 -0.35
P 3.67 1.99 3.20
C -3.99 -0.09 1.05
*
```

Its structure (SMILES) is CCCCCCCCCC1=C(P(=N)(O)O)C(=O)C(P(C)O)=C(B(O)O)C1=O. As for the HOMO energy: -0.321 Eh.

---

| no. | electronic energy (hartree) |
| --- | --- |
| 1 | -846.4214 |
| 2 | -1960.8604 |
| 3 | -2456.2172 |
| 4 | -1078.5941 |
| 5 | -4667.3255 |
| 6 | -1915.4477 |